Entry from the Open Molecules 2025 dataset: a molecular structure, C35H46N7O5PSe2V (ωB97M-V with the def2-TZVPD basis set).

Each line ends with the Löwdin spin population.
Cartesian coordinates (Å):
V1 1.385 -1.017 -0.159  1.93
O1 3.256 0.511 3.152  0.02
C1 2.642 -0.123 2.294  0.01
N1 2.765 -0.110 0.964  0.00
C2 3.789 0.541 0.237  0.00
C3 4.947 1.117 0.732  0.00
C4 5.862 1.690 -0.156  0.00
C5 5.608 1.698 -1.517  0.00
C6 4.440 1.130 -2.024  0.00
C7 3.535 0.545 -1.156  0.01
N2 2.274 0.026 -1.507  -0.01
C8 1.861 -0.190 -2.811  0.01
O2 2.424 -0.878 -3.634  0.01
C9 0.630 0.618 -3.261  0.00
C10 0.069 0.318 -4.498  0.00
C11 -0.949 1.116 -4.980  0.00
C12 -1.355 2.210 -4.225  0.00
C13 -0.722 2.436 -3.016  0.00
N3 0.254 1.663 -2.533  0.00
C14 1.596 -1.158 2.719  0.01
C15 1.487 -1.538 4.045  0.00
C16 0.607 -2.550 4.385  0.00
C17 -0.155 -3.131 3.386  0.00
C18 -0.011 -2.677 2.086  0.01
N4 0.859 -1.720 1.752  0.00
H1 5.125 1.117 1.797  0.00
H2 6.777 2.127 0.226  0.00
H3 6.321 2.151 -2.196  0.00
H4 4.239 1.125 -3.089  0.00
H5 0.447 -0.536 -5.044  0.00
H6 -1.424 0.892 -5.927  0.00
H7 -2.139 2.874 -4.568  0.00
H8 -1.005 3.286 -2.400  0.00
H9 2.113 -1.027 4.764  0.00
H10 0.505 -2.869 5.416  0.00
H11 -0.845 -3.939 3.593  0.00
H12 -0.600 -3.077 1.268  0.00
O3 1.446 -4.942 -4.572  0.00
C19 1.232 -5.532 -3.283  0.00
C20 1.148 -4.454 -2.200  0.00
C21 0.585 -5.135 -0.955  0.00
O4 -0.788 -5.527 -1.091  0.00
C22 2.571 -3.911 -1.942  0.00
Se1 2.919 -2.934 -0.269  -0.04
C23 0.209 -3.355 -2.723  0.01
Se2 -0.550 -2.115 -1.408  0.03
H13 1.442 -5.648 -5.224  0.00
H14 2.058 -6.211 -3.041  0.00
H15 0.301 -6.106 -3.273  0.00
H16 0.708 -4.469 -0.106  0.00
H17 1.153 -6.046 -0.747  0.00
H18 -1.276 -4.696 -1.190  0.00
H19 2.854 -3.253 -2.759  0.00
H20 3.276 -4.742 -1.907  0.00
H21 -0.649 -3.808 -3.218  0.00
H22 0.740 -2.761 -3.462  0.00
O5 -0.131 0.599 0.698  0.01
P1 -1.130 1.534 1.250  0.00
N5 -1.947 1.098 2.622  0.00
C24 -1.209 0.958 3.891  0.00
C25 -2.290 0.464 4.842  0.00
C26 -3.157 -0.467 3.969  0.00
C27 -2.832 -0.082 2.510  0.00
N6 -2.294 1.807 0.112  0.00
C28 -2.605 0.722 -0.858  0.00
C29 -3.844 1.241 -1.569  0.00
C30 -4.604 1.974 -0.459  0.00
C31 -3.498 2.608 0.394  0.00
N7 -0.408 2.941 1.703  0.00
C32 0.411 3.599 0.664  0.00
C33 -0.465 4.763 0.201  0.00
C34 -1.203 5.207 1.482  0.00
C35 -1.070 4.010 2.463  0.00
H23 -0.774 1.910 4.187  0.00
H24 -0.400 0.227 3.808  0.00
H25 -2.879 1.310 5.199  0.00
H26 -1.867 -0.051 5.706  0.00
H27 -4.217 -0.341 4.184  0.00
H28 -2.899 -1.512 4.145  0.00
H29 -3.723 0.181 1.939  0.00
H30 -2.334 -0.910 1.995  0.00
H31 -2.819 -0.227 -0.358  0.00
H32 -1.759 0.547 -1.515  0.00
H33 -4.423 0.421 -1.995  0.00
H34 -3.565 1.929 -2.371  0.00
H35 -5.172 1.249 0.130  0.00
H36 -5.298 2.726 -0.834  0.00
H37 -3.745 2.611 1.459  0.00
H38 -3.332 3.647 0.090  0.00
H39 0.670 2.887 -0.121  0.00
H40 1.336 3.964 1.118  0.00
H41 -1.178 4.397 -0.542  0.00
H42 0.117 5.571 -0.243  0.00
H43 -2.250 5.438 1.284  0.00
H44 -0.740 6.097 1.910  0.00
H45 -2.027 3.666 2.853  0.00
H46 -0.438 4.287 3.310  0.00

**Multiplicity**: 3
**ΔE to the lowest compared entry with this formula, charge and spin**: 0.958 eV
**HOMO energy (alpha / beta)**: -3.867 / -3.954 eV
**HOMO-LUMO gap (alpha / beta)**: 6.122 / 6.209 eV
**<S²>**: 2.02
**Charge**: -1
**LUMO level (alpha / beta)**: 2.3 / 2.3 eV

---

Entry from the Open Molecules 2025 dataset: a molecular structure, C35H47AsCoI2N4O2 (ωB97M-V with the def2-TZVPD basis set).

Each line ends with the Löwdin spin population.
Cartesian coordinates (Å):
Co1 -0.573 -1.460 0.923  0.98
I1 3.424 -2.767 7.147  0.00
C1 2.616 -2.564 5.233  0.00
C2 2.856 -3.534 4.270  0.00
C3 2.307 -3.381 3.013  0.00
I2 2.654 -4.830 1.557  0.00
C4 1.526 -2.261 2.636  0.00
O1 1.106 -2.165 1.409  -0.01
C5 1.294 -1.301 3.652  0.00
C6 0.517 -0.017 3.440  0.00
N1 -0.437 0.000 2.312  0.00
C7 -1.760 0.521 2.662  0.00
C8 -2.731 0.277 1.539  0.00
C9 -3.961 0.911 1.484  0.00
C10 -4.834 0.584 0.461  0.00
C11 -4.448 -0.365 -0.473  0.00
C12 -3.197 -0.937 -0.362  0.00
N2 -2.356 -0.622 0.628  -0.01
C13 1.836 -1.468 4.921  0.00
H1 3.456 -4.403 4.498  0.00
H2 1.209 0.823 3.326  0.00
H3 -0.050 0.176 4.355  0.00
H4 -0.024 0.588 1.583  0.00
H5 -1.728 1.583 2.925  0.00
H6 -2.112 -0.023 3.542  0.00
H7 -4.221 1.648 2.233  0.00
H8 -5.801 1.064 0.392  0.00
H9 -5.095 -0.649 -1.290  0.00
H10 -2.827 -1.668 -1.066  0.00
H11 1.648 -0.712 5.676  0.00
C14 -1.496 3.699 0.352  0.00
C15 -0.734 2.767 -0.590  0.00
C16 -1.302 2.713 -1.990  0.00
C17 -1.587 3.895 -2.667  0.00
C18 -2.132 3.876 -3.938  0.00
C19 -2.420 2.655 -4.528  0.00
C20 -2.137 1.449 -3.894  0.00
C21 -2.596 0.173 -4.570  0.00
C22 -3.678 -0.580 -3.789  0.00
C23 -1.529 1.484 -2.624  0.00
N3 -1.225 0.307 -1.914  0.00
C24 -0.498 -0.584 -2.474  0.00
C25 -0.225 -1.901 -1.978  0.00
C26 0.298 -2.913 -2.782  0.00
C27 0.258 -4.094 -2.029  0.00
C28 -0.280 -3.737 -0.800  0.00
N4 -0.603 -2.424 -0.760  -0.01
H12 -1.055 3.682 1.352  0.00
H13 -2.545 3.407 0.429  0.00
H14 -1.468 4.734 0.010  0.00
H15 -0.722 1.752 -0.191  0.00
H16 0.310 3.091 -0.636  0.00
H17 -1.377 4.844 -2.190  0.00
H18 -2.352 4.800 -4.456  0.00
H19 -2.887 2.631 -5.506  0.00
H20 -1.765 -0.504 -4.772  0.00
H21 -2.993 0.449 -5.548  0.00
H22 -3.258 -1.096 -2.926  0.00
H23 -4.158 -1.325 -4.425  0.00
H24 -4.446 0.112 -3.436  0.00
H25 -0.037 -0.392 -3.449  0.00
H26 0.634 -2.791 -3.801  0.00
H27 0.584 -5.078 -2.327  0.00
H28 -0.409 -4.357 0.075  0.00
C29 4.358 -0.043 2.013  0.00
C30 4.093 -0.293 0.533  0.00
As1 2.485 0.611 -0.148  0.01
C31 2.916 0.396 -2.062  0.00
C32 2.408 1.522 -2.958  0.00
C33 3.085 2.488 0.080  0.00
C34 4.543 2.791 -0.242  0.00
H29 5.315 -0.471 2.316  0.00
H30 3.588 -0.491 2.640  0.00
H31 4.393 1.025 2.242  0.00
H32 3.954 -1.358 0.337  0.00
H33 4.938 0.042 -0.071  0.00
H34 2.471 -0.556 -2.352  0.00
H35 3.998 0.281 -2.152  0.00
H36 1.373 1.789 -2.730  0.00
H37 2.437 1.225 -4.009  0.00
H38 3.012 2.425 -2.857  0.00
H39 2.847 2.774 1.108  0.00
H40 2.428 3.083 -0.559  0.00
H41 5.221 2.302 0.458  0.00
H42 4.742 3.864 -0.196  0.00
H43 4.808 2.451 -1.246  0.00
C35 -1.513 -3.252 3.680  0.00
O2 -1.817 -2.820 2.351  0.02
H44 -2.425 -3.351 4.271  0.00
H45 -0.869 -2.499 4.125  0.00
H46 -0.968 -4.198 3.676  0.00
H47 -2.284 -3.527 1.896  0.00

**Multiplicity**: 2
**ΔE to the lowest compared entry with this formula, charge and spin**: 0.000 eV
**HOMO energy (alpha / beta)**: -7.187 / -7.189 eV
**HOMO-LUMO gap (alpha / beta)**: 7.402 / 7.399 eV
**<S²>**: 0.76
**Charge**: 0
**LUMO level (alpha / beta)**: 0.2 / 0.2 eV

---

Entry from the Open Molecules 2025 dataset: a molecular structure, C35H47BN6O5S3Zr (ωB97M-V with the def2-TZVPD basis set).

Each line ends with the Löwdin charge.
Cartesian coordinates (Å):
Zr1 -1.920 2.285 -1.208  1.38
C1 1.023 0.453 -4.226  -0.03
C2 1.207 0.169 -2.772  -0.22
C3 2.433 0.091 -2.180  0.10
C4 2.559 -0.141 -0.787  -0.17
N1 1.503 -0.302 -0.041  0.21
N2 0.284 -0.238 -0.619  0.06
B1 -0.753 -0.597 0.456  -0.64
N3 -0.352 -0.224 1.851  0.03
N4 0.262 -1.238 2.512  0.20
C5 0.674 -1.000 3.722  -0.19
C6 0.454 0.272 4.328  0.09
C7 -0.157 1.284 3.666  -0.23
C8 -0.388 2.626 4.279  -0.05
C9 -0.573 1.008 2.318  -0.54
S1 -1.293 2.273 1.419  0.78
C10 1.392 -2.098 4.482  -0.54
C11 1.634 -3.313 3.594  -0.05
C12 2.743 -1.559 4.974  -0.02
C13 0.521 -2.497 5.683  -0.02
N5 -2.237 -0.714 0.196  0.08
N6 -1.611 -1.895 0.333  0.25
C14 -2.227 -3.041 0.248  -0.10
C15 -3.642 -2.946 0.080  0.11
C16 -4.299 -1.755 -0.043  -0.19
C17 -5.776 -1.671 -0.217  -0.03
C18 -3.520 -0.530 -0.049  -0.65
S2 -4.144 0.992 -0.434  0.73
C19 -1.464 -4.335 0.368  -0.53
C20 -1.901 -5.280 -0.759  -0.02
C21 -1.823 -4.940 1.736  -0.01
C22 0.038 -4.071 0.273  -0.03
C23 0.076 0.001 -1.923  -0.56
S3 -1.536 0.139 -2.562  0.75
C24 3.916 -0.224 -0.115  -0.54
C25 4.694 -1.390 -0.742  -0.02
C26 4.660 1.098 -0.356  -0.02
C27 3.762 -0.461 1.387  -0.06
H1 1.988 0.546 -4.719  0.10
H2 0.451 1.375 -4.363  0.07
H3 0.457 -0.345 -4.708  0.10
H4 3.325 0.211 -2.779  0.14
H5 0.798 0.435 5.341  0.13
H6 -0.007 2.647 5.297  0.09
H7 -1.452 2.866 4.293  0.09
H8 0.104 3.405 3.696  0.09
H9 2.225 -3.058 2.712  0.07
H10 0.698 -3.762 3.260  0.06
H11 2.181 -4.064 4.165  0.10
H12 3.374 -1.245 4.141  0.08
H13 3.268 -2.347 5.515  0.10
H14 2.633 -0.717 5.659  0.09
H15 -0.450 -2.879 5.361  0.09
H16 0.351 -1.663 6.365  0.09
H17 1.022 -3.284 6.248  0.10
H18 -4.210 -3.865 0.047  0.14
H19 -6.234 -2.654 -0.148  0.10
H20 -6.014 -1.230 -1.187  0.10
H21 -6.209 -1.016 0.540  0.10
H22 -2.953 -5.558 -0.688  0.09
H23 -1.320 -6.199 -0.690  0.10
H24 -1.722 -4.842 -1.743  0.10
H25 -2.888 -5.163 1.812  0.09
H26 -1.552 -4.266 2.550  0.08
H27 -1.278 -5.875 1.868  0.11
H28 0.302 -3.653 -0.702  0.09
H29 0.572 -5.015 0.381  0.11
H30 0.386 -3.394 1.055  0.05
H31 4.846 -1.257 -1.815  0.09
H32 4.180 -2.339 -0.582  0.09
H33 5.679 -1.456 -0.280  0.10
H34 4.844 1.285 -1.415  0.09
H35 5.630 1.059 0.138  0.10
H36 4.106 1.944 0.054  0.10
H37 3.229 -1.392 1.593  0.06
H38 3.219 0.354 1.869  0.09
H39 4.752 -0.524 1.838  0.10
O1 -3.930 5.533 -2.055  0.20
C28 -3.078 4.813 -2.446  -0.47
O2 -3.124 3.440 -2.174  -0.28
C29 -1.926 5.244 -3.342  -0.06
C30 -1.843 4.421 -4.653  -0.23
C31 -1.173 5.266 -5.730  -0.08
C32 0.285 5.301 -5.207  -0.07
C33 0.202 4.359 -4.002  -0.26
O3 -0.841 3.431 -4.352  -0.08
C34 -0.445 5.061 -2.805  -0.07
C35 -0.459 4.168 -1.597  -0.56
O4 0.042 2.961 -1.668  -0.15
O5 -1.219 4.415 -0.636  -0.05
H40 -2.120 6.294 -3.549  0.17
H41 -2.769 3.928 -4.937  0.17
H42 -1.625 6.251 -5.831  0.13
H43 -1.236 4.762 -6.691  0.12
H44 0.615 6.299 -4.920  0.13
H45 0.985 4.920 -5.947  0.12
H46 1.112 3.816 -3.763  0.16
H47 -0.001 6.023 -2.545  0.18

**ΔE to the lowest compared entry with this formula, charge and spin**: 0.594 eV
**HOMO energy**: -13.989 eV
**HOMO-LUMO gap**: 7.652 eV
**Charge**: +2
**LUMO level**: -6.3 eV